Record 1
Below is a cluster of 2 separate species, C9H11O3 in total, with properties calculated with ωB97M-V with the def2-TZVPD basis set.

Last column: natural (NBO) charge in e.
Element x y z (Å)
C -2.339 -3.276 1.528  -0.6148
C -0.708 0.386 0.000  0.3355
C -0.052 -0.832 -0.209  -0.2758
C -1.974 0.427 0.575  -0.2936
C -0.633 -2.031 0.166  -0.2004
C -2.440 -0.785 1.093  -0.1935
C -1.817 -2.005 0.916  -0.0981
O -0.178 1.519 -0.498  -0.6968
H 0.763 1.399 -0.675  0.5194
H 0.895 -0.809 -0.735  0.2507
H -2.512 1.354 0.632  0.2125
H -0.160 -2.912 -0.248  0.1997
H -3.433 -0.787 1.533  0.1865
H -2.377 -3.968 0.676  0.2023
H -3.328 -3.220 1.982  0.2023
H -1.682 -3.778 2.242  0.2047
C 3.356 3.271 -1.594  -0.7269
C 2.872 2.013 -0.860  0.7606
O 2.191 1.199 -1.561  -0.8232
O 3.101 1.949 0.356  -0.7461
H 3.741 3.119 -2.606  0.1945
H 4.179 3.776 -1.080  0.1932
H 2.537 3.992 -1.631  0.2072

Atoms 1-2, force components in eV/Å:
C -0.003 -0.687 -1.046
C 0.174 0.663 -0.647

Output
ΔE to the lowest compared entry with this formula, charge and spin = 0.4303 eV
net charge = -1
gap between HOMO and LUMO = 8.0 eV
highest occupied orbital energy = -0.17366 Eh

Record 2
Below is a cluster of 2 separate species, C9H11O3 in total, with properties calculated with ωB97M-V with the def2-TZVPD basis set.

Last column: natural (NBO) charge in e.
Element x y z (Å)
C -2.526 -2.474 -2.792  -0.7293
C -1.405 -1.942 -1.931  0.7833
O -1.669 -2.210 -0.688  -0.8069
O -0.522 -1.362 -2.460  -0.6856
H -2.596 -3.557 -2.763  0.2065
H -2.590 -2.091 -3.850  0.1834
H -3.402 -1.973 -2.396  0.2082
C 2.626 3.254 1.001  -0.6318
C -0.027 0.036 1.200  0.3326
C 1.136 -0.007 1.954  -0.2958
C -0.388 1.094 0.367  -0.2429
C 2.174 0.928 1.645  -0.2018
C 0.455 2.143 0.391  -0.1927
C 1.730 2.047 0.994  -0.1082
O -0.944 -0.924 1.247  -0.7650
H -1.207 -1.405 0.329  0.5111
H 1.309 -1.042 2.452  0.2117
H -1.316 0.985 -0.159  0.2245
H 3.216 0.731 1.837  0.2009
H 0.301 3.070 -0.254  0.1903
H 2.170 4.156 1.658  0.1951
H 2.939 3.882 0.228  0.2012
H 3.601 2.737 1.148  0.2110

Atoms 1-2, force components in eV/Å:
C -1.219 0.824 -1.650
C -3.201 -2.180 1.415

Output
ΔE to the lowest compared entry with this formula, charge and spin = 2.2442 eV
net charge = -1
gap between HOMO and LUMO = 7.7 eV
highest occupied orbital energy = -0.15863 Eh

Record 3
Below is a cluster of 2 separate species, C9H11O3 in total, with properties calculated with ωB97M-V with the def2-TZVPD basis set.

Last column: natural (NBO) charge in e.
Element x y z (Å)
C -1.159 1.501 -4.093  -0.7437
C -2.088 0.721 -3.097  0.7861
O -2.103 0.948 -1.892  -0.7933
O -2.672 -0.183 -3.690  -0.7342
H -1.206 2.474 -3.732  0.1958
H -1.156 1.351 -5.246  0.2066
H 0.038 1.360 -4.076  0.1883
C 2.389 -0.159 3.291  -0.6299
C 0.054 -1.867 0.908  -0.2629
C -0.800 -0.907 0.383  0.2844
C 1.203 -1.640 1.728  -0.2032
C 1.340 -0.338 2.226  -0.1021
C -0.647 0.315 1.027  -0.2763
C 0.499 0.613 1.789  -0.2107
O -1.746 -1.174 -0.507  -0.6764
H 0.264 -2.938 0.512  0.1988
H 1.892 -2.426 2.009  0.1965
H -1.504 1.093 0.748  0.2285
H -1.795 -0.110 -0.819  0.5285
H 3.032 0.709 3.164  0.1992
H 3.176 -0.960 2.947  0.2051
H 0.827 1.638 2.070  0.2006
H 2.163 -0.021 4.351  0.2143

Atoms 1-2, force components in eV/Å:
C 3.627 -0.982 -1.224
C 1.299 -2.174 -3.685

Output
ΔE to the lowest compared entry with this formula, charge and spin = 3.1761 eV
net charge = -1
gap between HOMO and LUMO = 7.7 eV
highest occupied orbital energy = -0.16641 Eh

Record 4
Below is a cluster of 2 separate species, C9H11O3 in total, with properties calculated with ωB97M-V with the def2-TZVPD basis set.

Last column: natural (NBO) charge in e.
Element x y z (Å)
C -2.104 3.909 1.091  -0.7248
C -2.471 2.708 0.262  0.7816
O -1.448 1.883 0.331  -0.7634
O -3.390 2.399 -0.443  -0.6220
H -0.983 3.986 1.165  0.2425
H -2.663 4.009 2.073  0.2327
H -2.297 4.797 0.381  0.2130
C 3.870 -2.330 -0.663  -0.5940
C -0.144 -1.051 0.015  0.4083
C 0.972 -0.360 0.587  -0.3810
C 0.162 -2.330 -0.558  -0.3402
C 2.208 -0.871 0.487  -0.1704
C 1.453 -2.528 -0.981  -0.1951
C 2.531 -1.912 -0.414  -0.1974
O -1.272 -0.711 0.069  -0.7348
H -1.426 0.858 0.158  0.5324
H 0.677 0.536 1.162  0.2028
H -0.714 -2.997 -0.822  0.1895
H 3.035 -0.433 1.060  0.1721
H 1.668 -3.321 -1.627  0.1717
H 4.034 -2.238 -1.771  0.1935
H 4.039 -3.328 -0.379  0.1864
H 4.641 -1.839 -0.019  0.1970

Atoms 1-2, force components in eV/Å:
C -0.144 2.720 -1.139
C 1.876 -2.719 -0.248

Output
ΔE to the lowest compared entry with this formula, charge and spin = 2.1502 eV
net charge = -1
gap between HOMO and LUMO = 6.3 eV
highest occupied orbital energy = -0.10260 Eh

Record 5
Below is a cluster of 2 separate species, C9H11O3 in total, with properties calculated with ωB97M-V with the def2-TZVPD basis set.

Last column: Löwdin spin population.
Element x y z (Å)
C 3.454 3.246 -0.537  -0.0001
C 2.984 1.841 -0.954  0.0000
O 2.385 1.308 -0.022  0.0001
O 3.539 1.378 -1.927  0.0009
H 3.068 3.920 -1.354  0.0000
H 4.533 3.099 -0.433  0.0000
H 3.119 3.651 0.330  0.0000
C -3.891 -1.607 -0.370  0.0356
C -0.342 -0.150 -0.246  0.0646
C 0.339 -0.889 0.753  0.1614
C -1.646 -0.367 -0.534  0.0363
C -2.507 -1.340 0.124  0.2018
C -0.482 -1.733 1.474  0.2142
C -1.886 -1.953 1.205  -0.0082
O 1.610 -0.931 1.226  0.2713
H 0.361 0.459 -0.883  0.0009
H -2.120 0.338 -1.224  -0.0009
H 0.228 -2.352 2.036  0.0046
H 2.216 -0.245 0.677  -0.0007
H -4.063 -1.362 -1.421  0.0006
H -4.587 -1.102 0.342  0.0156
H -2.286 -2.529 2.077  -0.0040
H -4.025 -2.680 -0.338  0.0058

Atoms 1-2, force components in eV/Å:
C 0.240 0.007 -3.936
C 3.108 2.408 0.971

Output
ΔE to the lowest compared entry with this formula, charge and spin = 3.0797 eV
gap between HOMO and LUMO (spin up / spin down) = 7.3 / 3.5 eV
⟨S²⟩ = 0.7770
spin multiplicity = 2
highest occupied orbital energy (spin up / spin down) = -0.28307 / -0.28289 Eh

Record 6
Below is the molecule C9H11O3P, with properties calculated with ωB97M-V with the def2-TZVPD basis set.

Last column: Löwdin charge in e.
Element x y z (Å)
C -1.975 0.861 2.614  -0.0173
C -2.563 -0.104 1.823  -0.0866
C -0.593 1.181 2.335  -0.0364
C -1.926 -0.660 0.737  0.0132
C 0.073 0.644 1.301  -0.0279
C -0.543 -0.330 0.483  -0.1912
C 0.134 -0.943 -0.594  0.0802
C 1.569 -0.777 -0.864  -0.4927
C 1.898 -1.751 -2.061  -0.0196
O -0.301 0.566 -2.369  -0.3957
O 1.928 0.507 -1.132  -0.3058
O 0.392 2.515 -0.937  -0.3060
P 0.891 1.450 -2.220  0.7238
H -2.378 1.119 3.510  0.0736
H -3.704 -0.221 1.946  0.1393
H -0.157 1.923 2.958  0.1009
H -2.182 -1.604 0.326  0.1062
H 1.089 0.898 1.201  0.1099
H -0.415 -1.801 -1.069  0.1518
H 2.177 -1.197 -0.036  0.1755
H 1.506 -2.682 -1.768  0.0630
H 2.962 -1.701 -2.105  0.0745
H 1.493 -1.308 -2.936  0.0631
H 0.625 3.415 -1.141  0.0042

Atoms 1-2, force components in eV/Å:
C 3.865 -1.434 -2.774
C -3.455 0.758 -0.235

Output
ΔE to the lowest compared entry with this formula, charge and spin = 2.5292 eV
gap between HOMO and LUMO (spin up / spin down) = 6.2 / 6.2 eV
highest occupied orbital energy (spin up / spin down) = -0.29347 / -0.29342 Eh

Record 7
Below is the molecule C9H11OP, with properties calculated with ωB97M-V with the def2-TZVPD basis set.

Last column: natural (NBO) charge in e.
Element x y z (Å)
C 1.465 -1.687 -1.962  -0.2162
C 0.553 -0.698 -2.217  -0.2117
C 2.022 -1.935 -0.683  -0.1990
C 0.047 0.162 -1.230  -0.2250
C 1.575 -1.033 0.312  -0.2241
C 0.620 -0.041 0.068  -0.2851
C -1.681 0.725 1.426  0.4136
C -1.965 -0.741 1.629  -0.7436
C 0.079 2.795 0.739  -0.9465
O -2.374 1.573 0.983  -0.5498
P 0.221 1.121 1.535  0.6186
H 1.789 -2.108 -2.875  0.2136
H 0.440 -0.385 -3.301  0.2141
H 2.761 -2.636 -0.407  0.2216
H -0.771 0.866 -1.438  0.2300
H 2.028 -1.081 1.321  0.2207
H -3.031 -0.977 1.542  0.2316
H -1.538 -1.121 2.575  0.2450
H -1.636 -1.077 0.693  0.2581
H 0.937 3.137 0.115  0.2434
H -0.032 3.496 1.595  0.2374
H -0.873 2.691 0.161  0.2535

Atoms 1-2, force components in eV/Å:
C 1.042 -0.337 0.931
C -0.598 2.313 -1.101

Output
ΔE to the lowest compared entry with this formula, charge and spin = 0.5232 eV
gap between HOMO and LUMO = 9.3 eV
highest occupied orbital energy = -0.31455 Eh
SMILES = CC(=O)P(C)c1ccccc1

Record 8
Below is the molecule C9H11OP, with properties calculated with ωB97M-V with the def2-TZVPD basis set.

Last column: natural (NBO) charge in e.
Element x y z (Å)
C -3.447 -1.047 -0.085  -0.2105
C -2.256 -1.642 0.274  -0.2079
C -3.503 0.305 -0.242  -0.2021
C -1.070 -0.884 0.473  -0.2103
C -2.300 1.010 -0.197  -0.1812
C -1.128 0.422 0.175  -0.3801
C 2.785 0.342 0.010  -0.1090
C 1.688 0.373 -0.704  -0.5901
C 4.038 -0.464 -0.215  -0.6620
O 0.124 2.786 -0.299  -1.0792
P 0.458 1.420 0.181  1.7199
H -4.406 -1.576 -0.179  0.2165
H -2.277 -2.713 0.537  0.2126
H -4.310 0.934 -0.394  0.2153
H -0.119 -1.540 0.621  0.2254
H -2.348 2.064 -0.237  0.2324
H 2.704 0.964 0.978  0.1923
H 1.546 -0.013 -1.738  0.2467
H 4.050 -1.166 0.605  0.2268
H 4.863 0.167 0.046  0.2341
H 4.009 -1.095 -1.052  0.2269
H 0.899 1.351 1.443  -0.1166

Atoms 1-2, force components in eV/Å:
C -1.441 -0.687 0.233
C 0.622 -0.827 0.996

Output
ΔE to the lowest compared entry with this formula, charge and spin = 0.3594 eV
gap between HOMO and LUMO = 10.2 eV
highest occupied orbital energy = -0.34554 Eh
SMILES = C/C=C/[P@@H](=O)c1ccccc1

Q: Number 5 is which compound?
A: C9H11O3

Q: The lowest ΔE to the lowest compared entry with this formula, charge and spin belongs to which entry?
A: number 8

Q: Look up the ΔE to the lowest compared entry with this formula, charge and spin of the third one.
A: 3.1761 eV

Q: Which value of ΔE to the lowest compared entry with this formula, charge and spin does entry 8 give?
A: 0.3594 eV